Entry a
This record from the Open Molecules 2025 dataset describes a cluster of 2 separate species, C4H8O2 in total. The level of theory is the ωB97M-V functional and the def2-TZVPD basis.

Output
⟨S²⟩: 0.804
Lowest unoccupied orbital energy (spin up / spin down), eV: -5.72 / -8.09
Orbital gap (spin up / spin down), eV: 9.14 / 6.77

```
! wB97M-V def2-TZVPD RIJCOSX def2/J DEFGRID3
* xyz 1 2
C -1.304 1.471 -0.749
C -0.648 0.682 0.184
O -0.132 1.090 1.315
C -0.552 -0.702 -0.101
C -0.618 -1.671 0.872
H -1.813 2.374 -0.451
H -1.408 1.120 -1.760
H -0.558 1.834 1.768
H -0.628 -1.061 -1.120
H -0.041 -1.555 1.783
H -1.074 -2.603 0.574
H 2.462 -1.645 -0.877
H 1.764 -0.378 -1.312
O 2.625 -0.805 -1.330
*
```

---

Entry b
This record from the Open Molecules 2025 dataset describes a cluster of 2 separate species, C4H8O2 in total. The level of theory is the ωB97M-V functional and the def2-TZVPD basis.

Output
⟨S²⟩: 0.757
Lowest unoccupied orbital energy (spin up / spin down), eV: -5.21 / -9.26
Orbital gap (spin up / spin down), eV: 6.53 / 2.43

```
! wB97M-V def2-TZVPD RIJCOSX def2/J DEFGRID3
* xyz 1 2
C -2.500 -1.543 1.156
C -1.802 -2.722 1.055
O -1.133 -3.094 -0.001
H -2.998 -1.157 2.040
H -2.546 -0.945 0.247
H -1.675 -3.449 1.875
H -1.186 -2.413 -0.702
C 2.823 2.150 -1.266
C 1.928 2.328 -0.310
O 0.581 2.286 -0.455
H 3.858 2.385 -1.173
H 2.372 2.068 -2.272
H 2.253 2.473 0.703
H 0.024 1.634 -0.896
*
```

---

Entry c
This record from the Open Molecules 2025 dataset describes a cluster of 2 separate species, C4H8O2 in total. The level of theory is the ωB97M-V functional and the def2-TZVPD basis.

Output
⟨S²⟩: 0.759
Lowest unoccupied orbital energy (spin up / spin down), eV: -5.22 / -9.63
Orbital gap (spin up / spin down), eV: 8.84 / 4.40

```
! wB97M-V def2-TZVPD RIJCOSX def2/J DEFGRID3
* xyz 1 2
C 1.427 -0.816 0.659
C 0.620 -1.040 1.697
O -0.604 -1.562 1.655
H 2.499 -0.357 0.892
H 1.273 -1.516 -0.161
H 0.713 -0.539 2.656
H -1.109 -0.835 1.221
C -0.750 0.330 -1.852
C -1.138 1.316 -1.049
O -0.533 1.789 0.151
H -1.127 0.074 -2.869
H 0.158 -0.294 -1.612
H -1.856 2.052 -1.557
H 0.427 1.398 0.169
*
```

---

Most stable to least stable, the ends of the list are entry a and entry c.

---

Entry a
This record from the Open Molecules 2025 dataset describes a cluster of 2 separate species, C2H7NOSi in total. The level of theory is the ωB97M-V functional and the def2-TZVPD basis.

Output
Lowest unoccupied orbital energy, eV: 0.41
Orbital gap, eV: 9.83

```
! wB97M-V def2-TZVPD RIJCOSX def2/J DEFGRID3
* xyz 0 1
C -1.044 0.544 1.276
C -0.684 -1.224 -0.998
N -0.177 0.253 0.254
O -2.248 0.314 1.204
Si 1.502 0.752 -0.054
H -0.526 1.191 2.099
H -0.861 -2.046 -0.362
H -1.640 -0.852 -1.388
H 0.050 -1.137 -1.747
H 1.796 1.159 -1.471
H 2.125 -0.636 0.238
H 1.708 1.684 0.948
*
```

---

Entry b
This record from the Open Molecules 2025 dataset describes an isolated molecule of C2H7NOSi. The level of theory is the ωB97M-V functional and the def2-TZVPD basis.

Output
Lowest unoccupied orbital energy, eV: 0.47
Orbital gap, eV: 10.06

```
! wB97M-V def2-TZVPD RIJCOSX def2/J DEFGRID3
* xyz 0 1
C -1.200 -0.517 0.318
C -1.017 0.823 -0.328
N 0.648 -1.233 -0.184
O 0.204 1.375 0.129
Si 1.514 0.211 0.107
H -0.998 -0.422 1.375
H -1.769 -1.379 -0.174
H -1.113 0.669 -1.390
H -1.602 1.722 -0.158
H 0.573 -2.055 0.391
H 2.576 0.411 1.027
H 2.185 0.395 -1.114
*
```

---

Entry c
This record from the Open Molecules 2025 dataset describes an isolated molecule of C2H7NOSi. The level of theory is the ωB97M-V functional and the def2-TZVPD basis.

Output
Lowest unoccupied orbital energy, eV: 0.91
Orbital gap, eV: 11.11
SMILES string: [H]/N=C/CO[SiH3]

```
! wB97M-V def2-TZVPD RIJCOSX def2/J DEFGRID3
* xyz 0 1
C -0.085 -0.765 1.306
C -0.241 0.629 0.704
N 0.203 -0.969 2.515
O -0.814 0.613 -0.602
Si -0.001 0.383 -2.011
H 0.006 -1.449 0.528
H 0.707 1.196 0.656
H -0.861 1.161 1.288
H 0.274 -1.958 2.681
H 0.009 -0.886 -2.494
H 1.363 0.676 -1.740
H -0.560 1.369 -2.832
*
```

---

Most stable to least stable, the ends of the list are entry c and entry a.

---

Entry a
This record from the Open Molecules 2025 dataset describes an isolated molecule of C3H8BrN. The level of theory is the ωB97M-V functional and the def2-TZVPD basis.

Output
Lowest unoccupied orbital energy (spin up / spin down), eV: -0.15 / -0.51
Orbital gap (spin up / spin down), eV: 8.72 / 7.38

```
! wB97M-V def2-TZVPD RIJCOSX def2/J DEFGRID3
* xyz 0 1
C -1.640 0.541 0.249
C 2.293 -1.671 -0.193
C -0.875 1.764 -0.136
N 0.323 1.647 -0.897
Br 1.739 0.705 -0.317
H -1.171 -0.114 1.012
H -2.664 0.829 0.715
H -1.822 -0.088 -0.616
H 1.675 -1.999 0.690
H 2.227 -2.263 -1.156
H 3.348 -1.551 0.017
H -1.677 2.442 -0.611
H -0.452 2.106 0.847
*
```

---

Entry b
This record from the Open Molecules 2025 dataset describes an isolated molecule of C3H8BrN. The level of theory is the ωB97M-V functional and the def2-TZVPD basis.

Output
Lowest unoccupied orbital energy, eV: 0.53
Orbital gap, eV: 8.36

```
! wB97M-V def2-TZVPD RIJCOSX def2/J DEFGRID3
* xyz 0 1
C -0.467 1.376 -1.238
C 0.118 -2.256 0.984
C 0.417 1.222 -0.067
N -0.133 0.869 1.217
Br -1.086 -0.589 1.310
H -0.782 2.413 -1.434
H 0.088 1.212 -2.118
H -1.328 0.629 -1.147
H 0.569 -2.086 0.053
H 1.086 -2.129 1.602
H -0.516 -3.150 1.019
H 1.133 0.331 -0.347
H 0.901 2.159 0.166
*
```

---

Most stable to least stable, the ends of the list are entry b and entry a.

---

Entry a
This record from the Open Molecules 2025 dataset describes a cluster of 2 separate species, C4H10NO3 in total. The level of theory is the ωB97M-V functional and the def2-TZVPD basis.

Output
Lowest unoccupied orbital energy, eV: -4.06
Orbital gap, eV: 9.42

```
! wB97M-V def2-TZVPD RIJCOSX def2/J DEFGRID3
* xyz 1 1
O 1.102 -1.763 1.191
C 0.405 -0.874 1.535
C -0.441 -0.196 0.321
C -0.212 1.244 0.165
C 1.316 1.558 -0.270
O 2.121 0.791 0.038
N -1.938 -0.425 0.414
H 0.184 -0.376 2.487
H 0.035 -0.836 -0.458
H -0.769 1.828 -0.543
H -0.154 1.890 1.161
H 1.334 2.516 -0.734
H -2.120 -1.300 -0.129
H -2.246 -0.742 1.399
H -2.633 0.269 0.065
H 1.080 -1.378 -2.940
H 1.859 -1.310 -1.650
O 1.077 -0.896 -2.053
*
```

---

Entry b
This record from the Open Molecules 2025 dataset describes a structure of composition C4H10NO3. The level of theory is the ωB97M-V functional and the def2-TZVPD basis.

Output
Lowest unoccupied orbital energy, eV: -7.86
Orbital gap, eV: 7.22

```
! wB97M-V def2-TZVPD RIJCOSX def2/J DEFGRID3
* xyz 1 1
O -2.677 0.541 -1.267
C -3.011 0.914 -0.192
O -2.295 0.939 0.982
C 1.148 -1.134 -0.225
C -0.228 -0.710 -1.005
C -0.093 -0.491 0.449
O 2.446 0.952 1.590
N 2.066 -0.346 -0.643
H -1.809 1.402 0.165
H -3.953 1.473 -0.065
H -0.054 0.104 -1.681
H -0.834 -1.512 -1.395
H 0.204 0.433 0.920
H -0.783 -1.113 0.996
H 3.304 1.003 2.021
H 2.690 -0.790 -1.331
H 1.377 -2.185 -0.045
H 2.501 0.519 0.727
*
```

---

Most stable to least stable, the ends of the list are entry a and entry b.

---

Entry a
This record from the Open Molecules 2025 dataset describes the ion C4H7N6O2 with charge +1. The level of theory is the ωB97M-V functional and the def2-TZVPD basis.

Output
Lowest unoccupied orbital energy, eV: -6.39
Orbital gap, eV: 6.45
SMILES string: NC(N)=NC(=O)N/C=N/C=[N+]=O

```
! wB97M-V def2-TZVPD RIJCOSX def2/J DEFGRID3
* xyz 1 1
C -0.581 1.694 -1.329
C -0.348 -0.142 0.401
C -0.108 -1.225 2.383
C 0.546 1.602 -3.433
N 0.300 1.148 -2.119
N -0.676 -0.282 1.684
N -0.864 1.137 -0.165
N -0.658 -1.523 3.615
N 1.064 -1.775 2.108
N 1.129 0.913 -4.263
O 0.298 -0.877 -0.354
O 1.692 0.470 -5.142
H -1.189 2.693 -1.669
H -0.044 2.282 -4.059
H -1.554 1.517 0.506
H -1.226 -0.843 4.114
H -0.315 -2.294 4.140
H 1.138 -1.834 1.067
H 1.399 -2.662 2.512
*
```

---

Entry b
This record from the Open Molecules 2025 dataset describes the ion C4H7N6O2 with charge +1. The level of theory is the ωB97M-V functional and the def2-TZVPD basis.

Output
Lowest unoccupied orbital energy, eV: -3.41
Orbital gap, eV: 9.95
SMILES string: C/[N+](NON=C=O)=c1/[nH]cn[nH]1

```
! wB97M-V def2-TZVPD RIJCOSX def2/J DEFGRID3
* xyz 1 1
C -1.529 1.654 1.642
C -0.869 0.411 0.032
C 3.221 -0.444 1.341
C -0.168 -0.592 -2.165
N -1.310 0.305 1.333
N -1.345 2.466 0.660
N -0.953 1.705 -0.389
N -0.447 -0.654 -0.645
N 0.104 -1.657 0.085
N 2.175 -0.506 0.706
O 1.526 -1.660 0.141
O 3.968 0.148 2.008
H -1.873 1.830 2.608
H -0.050 -2.652 -0.290
H -1.034 -0.154 -2.656
H 0.757 0.019 -2.283
H 0.000 -1.599 -2.475
H -0.764 2.028 -1.330
H -1.410 -0.648 1.677
*
```

---

Most stable to least stable, the ends of the list are entry a and entry b.

---

Entry a
This record from the Open Molecules 2025 dataset describes an isolated molecule of CH5NS. The level of theory is the ωB97M-V functional and the def2-TZVPD basis.

Output
Lowest unoccupied orbital energy, eV: 0.90
Orbital gap, eV: 9.65
SMILES string: CSN

```
! wB97M-V def2-TZVPD RIJCOSX def2/J DEFGRID3
* xyz 0 1
C -0.978 0.644 0.043
N 1.471 -0.211 0.856
S 0.746 0.732 -0.464
H -0.921 -0.151 0.739
H -1.729 0.505 -0.583
H -1.187 1.499 0.627
H 1.924 -0.915 0.342
H 2.158 0.346 1.303
*
```

---

Entry b
This record from the Open Molecules 2025 dataset describes a cluster of 2 separate species, CH5NS in total. The level of theory is the ωB97M-V functional and the def2-TZVPD basis.

Output
Lowest unoccupied orbital energy, eV: -0.63
Orbital gap, eV: 6.61

```
! wB97M-V def2-TZVPD RIJCOSX def2/J DEFGRID3
* xyz 0 1
C -0.463 0.485 1.369
N 0.775 0.863 1.449
H -0.738 -0.418 1.896
H -1.070 1.024 0.657
H 1.112 1.589 0.835
H 1.436 0.328 1.990
S -0.157 -0.734 -1.336
H -0.884 0.368 -1.585
*
```

---

Entry c
This record from the Open Molecules 2025 dataset describes an isolated molecule of CH5NS. The level of theory is the ωB97M-V functional and the def2-TZVPD basis.

Output
Lowest unoccupied orbital energy, eV: 0.77
Orbital gap, eV: 9.23
SMILES string: CNS

```
! wB97M-V def2-TZVPD RIJCOSX def2/J DEFGRID3
* xyz 0 1
C 0.228 -0.823 -0.437
N -0.435 0.200 0.322
S 0.504 1.759 0.316
H 0.168 -0.529 -1.519
H 1.207 -0.918 -0.136
H -0.222 -1.748 -0.277
H -1.434 0.288 0.223
H -0.016 1.770 1.508
*
```

---

Entry d
This record from the Open Molecules 2025 dataset describes a cluster of 2 separate species, CH5NS in total. The level of theory is the ωB97M-V functional and the def2-TZVPD basis.

Output
Lowest unoccupied orbital energy, eV: -0.55
Orbital gap, eV: 8.53
SMILES string: C=S.N

```
! wB97M-V def2-TZVPD RIJCOSX def2/J DEFGRID3
* xyz 0 1
C 1.005 0.927 -1.254
N -1.004 -1.324 1.079
S 1.028 2.344 -0.489
H -0.794 -0.680 0.307
H 1.592 0.795 -2.195
H 0.373 0.098 -0.837
H -0.316 -1.109 1.903
H -1.885 -1.052 1.486
*
```

---

Most stable to least stable, the ends of the list are entry a and entry b.